Entry from the OMol25 dataset: a molecular structure, C42H42N10SSe2Sn (wB97M-V/def2-TZVPD).

Properties
Charge: 0
Frontier orbital gap: 6.283 eV
DFT total energy: -7588.60672 Ha
HOMO: -6.41 eV

The geometry in XYZ format:
```
98
Properties=species:S:1:pos:R:3:forces:R:3
Sn 0.2089 -0.0745 -0.1991 -0.03 -0.55 -0.09
C -1.9061 -2.6714 3.7362 0.03 0.14 0.37
C -1.6152 -2.6158 2.3662 0.18 -0.01 -0.16
N -0.4696 -2.2250 1.8758 -0.48 -0.50 -0.27
C 0.5003 -1.8520 2.7272 0.17 -0.05 0.72
C 0.3149 -1.8644 4.1356 0.06 -0.07 -0.32
C -0.9383 -2.2851 4.6230 -0.16 -0.07 -0.15
C 1.3636 -1.4502 4.9778 0.20 0.12 0.12
C 2.5418 -1.0211 4.4278 -0.16 -0.10 0.47
C 2.7401 -1.0175 3.0474 -0.09 0.02 -0.45
C 1.7516 -1.4332 2.1726 0.30 0.12 0.39
N 1.8119 -1.4186 0.8084 -0.48 0.67 -0.43
C 2.8272 -1.8929 0.0655 0.40 -0.26 0.15
C 4.0641 -2.3549 0.5163 -0.39 0.20 0.23
C 5.0337 -2.8112 -0.3687 0.24 -0.14 -0.61
C 4.8155 -2.8686 -1.7238 0.35 -0.12 0.22
C 3.5485 -2.5323 -2.2269 -0.32 0.13 0.22
C 3.1889 -2.7001 -3.5798 -0.19 0.05 0.09
C 1.9094 -2.4247 -3.9786 0.32 -0.11 -0.16
C 1.0053 -1.9512 -3.0256 -0.17 0.10 0.23
N 1.3139 -1.7561 -1.7670 -0.36 -0.10 -0.30
C 2.5530 -2.0431 -1.3391 0.71 -0.36 -0.26
H -2.8840 -2.9941 4.0637 -0.04 -0.05 0.05
H -2.3741 -2.8914 1.6452 -0.17 -0.09 -0.05
H -1.1138 -2.2847 5.6917 -0.03 -0.04 0.04
H 1.2234 -1.4729 6.0492 -0.02 0.03 0.09
H 3.3427 -0.6762 5.0683 0.03 0.00 0.06
H 3.6678 -0.6354 2.6543 0.06 -0.05 -0.09
H 4.2864 -2.3621 1.5712 -0.02 0.05 0.06
H 5.9902 -3.1281 0.0258 0.06 0.00 0.03
H 5.5856 -3.1977 -2.4051 0.08 -0.09 -0.04
H 3.9255 -3.0757 -4.2762 0.06 -0.01 -0.08
H 1.5933 -2.5711 -5.0013 -0.02 0.01 -0.06
H -0.0127 -1.7150 -3.3019 -0.11 0.06 -0.04
C 5.2990 3.0803 1.7510 -0.03 -0.28 -0.01
C 5.0733 1.5936 1.4790 0.02 0.32 0.28
N 4.3216 1.3356 0.2765 0.37 -0.12 0.05
C 2.9953 1.5070 0.1751 -0.41 0.30 -0.75
S 2.3068 1.1181 -1.3652 -0.22 0.02 -0.60
N 2.3208 2.0466 1.1438 1.02 0.31 1.37
N 0.9945 2.0608 0.9712 -1.02 -0.22 -0.46
C 0.3105 3.0875 1.3316 1.16 -0.03 0.04
C 0.9544 4.3053 1.9271 0.07 -0.20 -0.14
C -1.1131 3.0695 1.0290 -1.01 0.07 -0.19
C -2.0280 3.9369 1.6398 0.28 -0.16 0.00
C -3.3617 3.8712 1.2852 -0.09 -0.13 -0.13
C -3.7556 2.9549 0.3198 0.05 0.08 0.10
C -2.7805 2.1401 -0.2337 -0.30 0.18 -0.19
N -1.5102 2.1939 0.1009 0.31 0.39 -0.15
H 5.8964 3.1901 2.6533 0.09 0.12 0.08
H 4.3415 3.5697 1.9006 -0.06 0.08 0.01
H 5.8140 3.5543 0.9192 0.09 0.07 -0.06
H 4.5131 1.1725 2.3191 0.16 0.00 -0.06
H 6.0338 1.0784 1.3978 -0.13 -0.06 0.00
H 4.7947 1.0992 -0.5800 -0.04 -0.12 0.13
H 2.0065 4.3010 1.6508 -0.02 0.05 0.07
H 0.8886 4.2874 3.0130 -0.02 0.06 0.18
H 0.4889 5.2130 1.5563 -0.11 0.12 0.01
H -1.7024 4.6446 2.3861 0.09 0.04 0.08
H -4.0841 4.5290 1.7493 -0.02 0.04 0.02
H -4.7827 2.8799 -0.0052 -0.08 0.01 -0.04
H -3.0332 1.4113 -0.9944 -0.08 -0.06 0.01
C -0.0476 0.8159 -4.6076 -0.30 0.14 -0.03
Se -1.2766 1.1250 -3.1242 -0.29 -0.23 -0.22
C -2.8886 0.1632 -3.7943 0.46 0.30 0.21
C -3.0011 -1.2851 -3.3674 -0.06 -0.27 0.41
Se -3.1423 -1.5285 -1.3979 -0.05 0.15 -0.40
C -2.0345 -3.1199 -1.1805 -0.21 0.04 -0.03
H -0.2586 1.5302 -5.3997 0.09 -0.07 -0.05
H -0.1364 -0.2027 -4.9738 0.02 -0.02 -0.03
H 0.9521 0.9736 -4.2084 0.02 0.00 -0.01
H -2.8591 0.2318 -4.8844 -0.10 0.05 0.07
H -3.7441 0.7376 -3.4307 0.07 0.02 -0.12
H -2.1283 -1.8598 -3.6724 -0.01 -0.02 -0.05
H -3.8910 -1.7335 -3.8143 0.10 0.00 -0.02
H -2.6701 -3.9987 -1.1060 0.07 -0.01 -0.04
H -1.4363 -2.9958 -0.2826 0.12 0.04 0.00
H -1.3741 -3.1955 -2.0373 0.08 -0.06 -0.03
N -9.3723 2.1108 5.9908 -0.41 0.10 0.17
C -8.3554 1.8354 5.5407 -0.46 0.07 0.13
C -7.0915 1.5070 5.0011 0.78 -0.20 -0.29
C -6.8346 1.6846 3.6406 -0.08 -0.08 0.25
C -5.5771 1.4215 3.1394 0.24 -0.10 0.06
C -4.5672 0.9795 3.9929 -0.60 0.07 0.17
C -4.8369 0.7625 5.3446 0.17 0.00 -0.20
C -6.0911 1.0283 5.8487 -0.11 0.10 -0.11
N -3.2673 0.7975 3.5122 0.24 -0.06 0.06
C -2.1244 1.1314 4.1991 0.38 0.16 0.22
C -1.0876 0.8860 3.3546 -0.26 0.01 0.45
N -1.5611 0.3883 2.1817 -0.10 -0.06 -0.14
C -2.8564 0.3511 2.2960 0.08 -0.13 -0.20
H -7.6225 2.0438 2.9953 -0.01 0.03 -0.05
H -5.3546 1.5887 2.0967 0.02 0.02 -0.07
H -4.0557 0.3882 5.9906 0.02 -0.03 0.02
H -6.3051 0.8743 6.8971 -0.01 0.01 0.00
H -2.1642 1.5319 5.1902 0.01 0.12 0.19
H -0.0380 1.0132 3.5164 0.33 0.08 0.14
H -3.5208 -0.0288 1.5438 -0.27 -0.01 -0.10
```
Forces are in eV/Å.

Entry from the OMol25 dataset: a molecular structure, C42H43AsNO3OsP2S (wB97M-V/def2-TZVPD).

Properties
<S²>: 6.016
Charge: +3
Spin multiplicity: 5
Frontier orbital gap (alpha / beta): 7.986 / 5.886 eV
DFT total energy: -5313.15076 Ha
HOMO (alpha / beta): -15.93 / -16.58 eV

The geometry in XYZ format:
```
94
Properties=species:S:1:pos:R:3:forces:R:3
Os -0.2857 0.7734 0.5194 -1.22 -1.16 -1.17
O 2.1629 -1.1379 0.0136 0.00 -0.67 -0.56
S 1.9412 0.2370 0.4179 1.74 0.43 0.88
C 2.8729 1.3787 -0.6297 -0.88 0.21 0.24
C 4.1998 1.1924 -0.9762 0.16 -0.25 0.04
C 4.8292 2.1502 -1.7606 -0.10 -0.15 0.11
C 4.1372 3.2717 -2.1933 -0.08 0.09 -0.01
C 2.7995 3.4411 -1.8741 -0.03 -0.20 0.15
C 2.1584 2.4845 -1.0921 -0.30 -0.08 0.11
P 0.3743 2.6321 -0.7433 0.37 1.04 -0.54
C -0.4936 2.9244 -2.3058 -0.07 -0.25 0.45
C -0.6125 4.1891 -2.8838 0.11 -0.05 0.08
C -1.3298 4.3317 -4.0584 0.01 0.06 -0.06
C -1.9340 3.2321 -4.6506 0.04 -0.08 0.08
C -1.7883 1.9690 -4.0950 -0.04 0.02 -0.05
C -1.0737 1.8115 -2.9219 0.08 0.01 0.16
C 0.1957 4.0314 0.3884 -0.06 -0.34 -0.04
C -0.8779 4.9158 0.3101 0.02 -0.15 -0.09
C -1.0322 5.8886 1.2807 -0.06 0.03 0.10
C -0.1488 5.9581 2.3481 0.04 -0.05 -0.03
C 0.9038 5.0565 2.4457 -0.02 0.05 0.05
C 1.0776 4.0910 1.4739 -0.03 -0.05 -0.23
C 2.6344 0.3686 2.0875 -0.62 0.24 -0.12
C 3.9876 0.4985 2.3440 0.22 0.06 -0.13
C 4.4476 0.3818 3.6488 -0.06 -0.06 -0.13
C 3.5588 0.1486 4.6876 -0.14 0.00 0.04
C 2.1987 0.0658 4.4358 -0.12 -0.03 -0.27
C 1.7266 0.1612 3.1276 -0.30 -0.02 -0.20
P -0.0600 -0.0523 2.7720 0.18 0.10 1.28
C -0.4241 -1.7624 3.2560 -0.12 -0.06 -0.39
C 0.5893 -2.6900 3.5030 -0.02 0.31 0.01
C 0.2639 -3.9525 3.9691 -0.01 -0.18 0.03
C -1.0645 -4.3193 4.1400 0.06 0.11 -0.10
C -2.0771 -3.4130 3.8528 0.01 -0.05 0.00
C -1.7611 -2.1418 3.4181 0.21 0.14 -0.03
C -0.9220 0.9447 4.0236 -0.06 0.00 -0.46
C -1.2708 0.4225 5.2694 0.08 0.00 -0.12
C -1.9504 1.2164 6.1776 0.00 0.01 0.08
C -2.2703 2.5281 5.8614 0.03 0.00 -0.10
C -1.8963 3.0608 4.6341 -0.06 0.06 0.02
C -1.2377 2.2686 3.7105 0.06 -0.09 -0.12
H 4.7329 0.3065 -0.6675 0.07 -0.11 0.02
H 5.8633 2.0157 -2.0384 0.08 -0.04 -0.01
H 4.6367 4.0117 -2.7977 0.08 0.08 -0.08
H 2.2519 4.2993 -2.2374 0.02 0.05 -0.05
H -0.1505 5.0521 -2.4283 0.02 0.11 0.05
H -1.4176 5.3035 -4.5200 -0.02 0.09 0.01
H -2.5206 3.3593 -5.5457 -0.02 0.02 -0.16
H -2.2301 1.1107 -4.5768 -0.06 -0.07 -0.04
H -0.9526 0.8279 -2.4827 -0.04 -0.08 -0.04
H -1.5765 4.8524 -0.5103 -0.08 0.06 -0.08
H -1.8433 6.5933 1.2007 -0.12 0.11 0.02
H -0.2809 6.7143 3.1062 0.01 0.10 0.06
H 1.5868 5.1120 3.2773 0.10 0.01 0.12
H 1.8950 3.3828 1.5441 0.12 0.05 0.05
H 4.6871 0.6832 1.5461 0.11 0.03 -0.07
H 5.5041 0.4569 3.8538 0.10 0.04 -0.02
H 3.9203 0.0222 5.6967 0.06 0.08 0.08
H 1.4959 -0.0994 5.2416 0.04 0.02 0.08
H 1.6273 -2.4094 3.3821 0.03 -0.04 0.01
H 1.0512 -4.6459 4.2273 0.06 -0.07 -0.05
H -1.3132 -5.3081 4.4935 0.00 -0.08 0.08
H -3.1100 -3.6974 3.9796 -0.10 -0.02 0.02
H -2.5547 -1.4343 3.2269 -0.08 0.03 0.03
H -1.0182 -0.5961 5.5259 -0.05 -0.07 0.04
H -2.2361 0.8082 7.1352 -0.01 -0.03 0.07
H -2.8173 3.1364 6.5659 0.00 0.04 0.08
H -2.1299 4.0897 4.4032 -0.03 0.06 -0.06
H -0.9508 2.6737 2.7401 -0.01 0.09 0.14
N -2.4472 1.4010 0.4970 0.64 0.17 -0.15
C -3.3993 0.2905 0.7420 -0.43 -0.47 0.10
C -3.2455 -0.8447 -0.2692 0.50 -0.11 0.12
C -1.8567 -1.5132 -0.1681 -2.41 -0.98 0.90
O -1.7447 -2.5501 0.4807 0.18 0.01 -0.32
O -0.8959 -0.9302 -0.7574 1.77 2.21 0.03
H -2.6639 2.1502 1.1623 0.25 -0.13 -0.12
H -2.6368 1.7865 -0.4370 0.08 -0.04 0.26
H -4.4257 0.6716 0.6906 0.19 -0.01 0.05
H -3.2233 -0.0738 1.7585 -0.06 0.09 -0.12
H -3.3846 -0.4609 -1.2814 -0.03 -0.03 -0.04
H -4.0027 -1.6015 -0.0640 0.03 0.09 -0.03
C -0.5548 -5.2556 0.2067 -0.10 0.23 0.10
As 0.5401 -3.6508 0.0574 0.25 -1.24 -0.26
C 0.7722 -3.5053 -1.8704 -0.06 0.22 0.20
C 2.2914 -4.2579 0.7443 -0.21 0.31 0.03
H 0.0690 -6.1187 -0.0304 0.06 0.08 -0.03
H -1.3864 -5.1982 -0.4929 0.05 0.07 -0.01
H -0.9574 -5.3686 1.2110 0.07 0.08 0.04
H 1.0463 -4.5032 -2.2165 0.01 0.00 0.03
H 1.5574 -2.7917 -2.1042 0.01 0.00 0.06
H -0.1572 -3.1983 -2.3449 -0.02 -0.03 0.07
H 2.1605 -5.2369 1.1980 -0.09 -0.03 -0.01
H 2.7020 -3.5672 1.4736 -0.04 0.07 0.00
H 2.9701 -4.3164 -0.1005 0.05 -0.02 -0.15
```
Forces are in eV/Å.

Entry from the OMol25 dataset: 3 unconnected molecules or ions with the total composition C42H43BBrI2O5 (wB97M-V/def2-TZVPD).

Properties
Charge: -1
Frontier orbital gap: 5.766 eV
DFT total energy: -5196.80507 Ha
HOMO: -5.42 eV

The geometry in XYZ format:
```
94
Properties=species:S:1:pos:R:3:forces:R:3
C 0.5882 2.6964 1.4808 -0.41 0.88 1.13
C -0.7228 1.8862 1.7780 -1.55 -1.17 -2.32
I -1.0585 1.4256 3.9081 0.65 0.56 -0.90
C -1.6396 1.4359 0.7939 2.48 1.32 3.18
I -3.3186 0.2861 1.5658 0.44 0.39 -0.94
B -1.3796 1.7569 -0.8233 -1.15 -1.70 -0.22
Br -1.3571 3.8014 -1.0658 0.51 0.92 0.04
C -2.6519 1.2433 -1.7653 -0.37 -0.88 0.49
C -4.0181 2.0245 -1.5179 -0.19 -1.08 0.22
C -4.4832 3.0969 -2.5844 -0.32 1.17 0.72
C -3.5495 3.3789 -3.8250 -0.46 0.30 -1.08
C -4.7359 4.5048 -1.8191 0.02 0.05 -0.30
O -0.1095 1.1151 -1.1387 0.21 1.18 -0.97
C 0.3246 1.2691 -2.4814 0.89 -1.46 -0.93
C 1.9173 1.4349 -2.6465 -0.17 -0.06 0.16
C 2.7584 0.7744 -1.4640 0.77 0.27 -0.33
C 2.3519 2.9555 -2.9802 1.11 -1.27 -0.65
C 2.9289 3.7451 -1.7302 -0.73 0.31 -1.07
C 3.4702 2.8506 -4.1413 -0.32 -0.43 0.26
H 1.2919 2.5933 2.3715 -0.77 -0.08 -1.30
H 1.0998 2.4601 0.5086 -0.84 -0.13 1.07
H 0.3125 3.8072 1.4493 0.29 -1.44 -0.03
H -2.3810 1.1426 -2.8587 -0.35 0.32 1.11
H -2.8334 0.1643 -1.4108 0.25 1.27 -0.59
H -3.9675 2.4822 -0.4717 -0.09 -0.42 -1.50
H -4.8425 1.2318 -1.4396 0.98 1.07 -0.12
H -5.5148 2.7960 -2.9739 1.46 0.19 0.32
H -2.7030 4.1174 -3.6262 -0.99 -1.32 0.05
H -4.1977 3.8981 -4.6175 0.75 -0.62 1.01
H -3.1582 2.4436 -4.3522 -0.40 1.19 0.93
H -4.1709 4.5782 -0.8452 -0.48 -0.26 -1.15
H -5.8384 4.6547 -1.5610 1.38 -0.09 -0.54
H -4.3394 5.3452 -2.4807 -0.84 -0.86 0.87
H -0.1761 2.0836 -3.0843 0.34 -0.61 0.96
H 0.0761 0.2859 -3.0249 0.19 1.15 0.56
H 2.1855 0.8468 -3.5933 -0.43 0.68 1.21
H 2.5695 1.2099 -0.4411 -0.07 -0.39 -1.21
H 3.8685 0.9584 -1.6840 -1.38 -0.28 0.26
H 2.6452 -0.3472 -1.3821 -0.18 1.21 -0.24
H 1.4524 3.4307 -3.4709 0.93 -0.13 0.92
H 3.1949 4.7926 -2.1053 -0.38 -1.26 0.78
H 3.8759 3.2613 -1.3408 -1.23 0.49 -0.36
H 2.1010 3.7941 -0.9543 1.25 0.12 -0.73
H 4.3798 2.2649 -3.7669 -1.05 1.00 -0.39
H 3.0604 2.2218 -5.0052 0.44 1.02 1.02
H 3.7732 3.8722 -4.5335 -0.22 -1.24 0.51
C -6.3673 -0.3648 11.1305 0.02 -0.08 -0.15
C -5.7029 0.7755 10.6852 0.01 -0.09 -0.18
C -5.2281 0.8398 9.3812 -0.05 0.08 0.24
C -5.4058 -0.2421 8.5204 -0.10 0.00 0.37
C -6.0498 -1.3933 8.9738 0.00 0.24 0.25
C -6.5405 -1.4477 10.2781 0.01 0.15 0.20
C -6.2021 -2.5698 8.0848 -0.35 -0.72 0.13
O -6.7684 -3.5743 8.4805 0.09 0.20 -0.01
C -5.6479 -2.5070 6.7132 0.10 -0.05 -0.23
C -5.7323 -3.6253 5.8846 0.05 -0.08 -0.22
C -5.2268 -3.5722 4.5912 -0.04 0.13 0.19
C -4.6433 -2.3999 4.1161 -0.05 0.04 0.16
C -4.5520 -1.2839 4.9401 0.04 -0.07 -0.14
C -5.0453 -1.3383 6.2438 -0.01 -0.25 -0.26
C -4.9111 -0.1562 7.1257 0.43 0.72 -0.46
O -4.3983 0.8684 6.7160 -0.14 -0.22 0.18
H -6.7457 -0.4106 12.1460 0.03 -0.01 -0.08
H -5.5572 1.6157 11.3553 -0.01 -0.06 -0.06
H -4.7160 1.7318 9.0377 -0.05 -0.16 -0.14
H -7.0536 -2.3352 10.6314 0.09 0.01 -0.19
H -6.1881 -4.5402 6.2469 0.00 0.18 0.11
H -5.2889 -4.4452 3.9506 0.00 0.07 0.05
H -4.2553 -2.3574 3.1040 0.01 0.05 0.09
H -4.0917 -0.3748 4.5660 -0.02 -0.03 0.14
C 10.0411 -4.4333 -4.4567 -0.17 0.02 0.01
C 10.1874 -3.1070 -4.8558 -0.19 0.02 0.03
C 9.0749 -2.2798 -4.9439 0.25 -0.07 -0.01
C 7.8087 -2.7801 -4.6442 0.31 -0.19 -0.01
C 7.6593 -4.1150 -4.2679 0.34 0.07 -0.05
C 8.7805 -4.9377 -4.1638 0.24 0.02 -0.05
C 6.3137 -4.6735 -3.9941 -0.22 -0.77 0.25
O 6.1841 -5.8386 -3.6619 0.08 0.21 -0.08
C 5.1309 -3.7946 -4.1395 -0.26 0.11 -0.04
C 3.8542 -4.3193 -3.9414 -0.22 0.07 0.00
C 2.7389 -3.4990 -4.0626 0.21 -0.02 -0.01
C 2.8946 -2.1503 -4.3727 0.13 -0.01 -0.02
C 4.1639 -1.6243 -4.5769 -0.20 -0.01 0.00
C 5.2846 -2.4472 -4.4700 -0.29 -0.05 0.04
C 6.6305 -1.8846 -4.7240 -0.04 0.88 -0.19
O 6.7687 -0.7064 -4.9999 0.03 -0.27 0.04
H 10.9115 -5.0759 -4.3794 -0.07 0.04 0.00
H 11.1707 -2.7175 -5.0964 -0.08 -0.02 0.03
H 9.1947 -1.2465 -5.2501 -0.19 -0.08 0.07
H 8.6713 -5.9724 -3.8587 -0.16 0.13 -0.03
H 3.7266 -5.3678 -3.6964 0.18 0.10 -0.01
H 1.7467 -3.9102 -3.9129 0.08 0.04 0.01
H 2.0236 -1.5095 -4.4596 0.08 -0.03 0.04
H 4.2784 -0.5741 -4.8235 0.13 -0.12 0.04
```
Forces are in eV/Å.